Entry 1:
{"formula": "C3H11N3", "method": "the ωB97M-V functional and the def2-TZVPD basis", "smiles": "[H]/N=C/N.CNC", "energy_ev": -7756.79001, "e_lumo_ha": 0.0329, "gap_ev": 9.25, "e_above_lowest_ev": 3.2939, "species": ["C", "N", "C", "H", "H", "H", "H", "H", "H", "H", "N", "C", "N", "H", "H", "H", "H"], "coordinates": [[2.69711, -0.54957, 1.62928], [3.09955, -1.46504, 0.46554], [2.00396, -1.31992, -0.57622], [3.65487, -0.27731, 2.03675], [2.10251, 0.23214, 1.10183], [2.14144, -1.19314, 2.44016], [3.24407, -2.51328, 0.52148], [1.30360, -2.01485, -0.31291], [2.31277, -1.77978, -1.49268], [1.64129, -0.29027, -0.58141], [-2.81180, 2.46757, -0.71859], [-3.92596, 1.54867, -0.83596], [-3.80358, 0.48024, -0.11197], [-2.96927, 3.31195, -1.22161], [-2.05355, 2.10974, -0.06920], [-4.63668, 1.68310, -1.69530], [-4.00034, -0.43024, -0.57918]], "forces_ev_per_a": [[-0.088, -3.778, -0.346], [-1.045, 0.448, -1.495], [2.582, -0.014, 1.020], [-0.028, 0.882, 0.455], [0.595, -0.339, 1.369], [0.481, 1.706, -1.378], [-0.265, 1.973, 1.103], [-2.986, -1.190, 0.995], [0.685, 0.725, -1.084], [0.065, -0.411, -0.641], [-2.783, -2.581, 0.561], [3.287, -1.217, 0.425], [0.508, 0.167, -1.393], [0.924, 0.827, 0.350], [-1.453, 1.308, -1.354], [0.678, 0.271, 0.718], [-1.158, 1.224, 0.694]]}

***

Entry 2:
{"formula": "C3H11N3", "method": "the ωB97M-V functional and the def2-TZVPD basis", "smiles": "C=NC.NCN", "energy_ev": -7757.97332, "e_lumo_ha": 0.0373, "gap_ev": 9.41, "e_above_lowest_ev": 2.1105, "species": ["C", "C", "N", "H", "H", "H", "H", "H", "N", "C", "N", "H", "H", "H", "H", "H", "H"], "coordinates": [[-0.34166, 1.88642, 0.54299], [-2.06175, 1.46611, -0.97378], [-1.21380, 0.97948, -0.17098], [0.42093, 2.31852, -0.10634], [-0.93104, 2.73879, 0.92491], [0.06185, 1.40657, 1.42648], [-2.81281, 0.74061, -1.31969], [-2.07810, 2.56944, -1.08570], [1.48144, -0.54291, 0.58905], [1.51523, -1.76359, -0.24229], [0.20761, -2.41375, -0.38022], [1.44748, -0.79104, 1.57830], [0.64929, 0.02192, 0.54760], [2.17363, -2.50582, 0.19284], [1.89643, -1.39774, -1.18644], [0.03769, -2.93841, 0.45332], [-0.45241, -1.77462, -0.79004]], "forces_ev_per_a": [[-0.833, 1.341, 0.128], [0.271, -0.165, 1.291], [-0.202, -0.412, -0.202], [0.289, -0.335, 0.157], [0.125, -0.134, -0.133], [0.318, 0.043, -0.065], [0.263, 0.787, -0.597], [-0.571, -0.524, -0.500], [0.913, -0.361, 1.480], [-1.664, 0.981, 0.430], [2.074, -0.091, -1.171], [0.425, -0.245, -0.114], [-0.162, -0.569, -1.147], [0.427, 0.199, 0.025], [0.006, -0.499, -0.489], [-1.070, 0.216, 0.170], [-0.609, -0.231, 0.738]]}

***

Entry 3:
{"formula": "C3H11N3", "method": "the ωB97M-V functional and the def2-TZVPD basis", "energy_ev": -7754.31472, "e_lumo_ha": 0.0257, "gap_ev": 7.68, "e_above_lowest_ev": 5.7691, "species": ["C", "C", "C", "N", "N", "N", "H", "H", "H", "H", "H", "H", "H", "H", "H", "H", "H"], "coordinates": [[0.12158, -0.30314, 0.34781], [1.21727, 1.31573, -0.41023], [0.11043, -1.30782, -0.77524], [-0.86100, 0.61437, 0.48896], [-1.65443, 0.94458, -0.59546], [0.90304, -0.63628, 1.44505], [-1.49077, -0.36316, 1.57448], [-2.01443, 0.12575, -1.07514], [-2.42306, 1.50662, -0.25480], [0.68647, -0.09086, 2.26830], [0.90665, -1.62513, 1.64842], [0.71084, 1.73599, -1.26962], [1.36252, 2.00402, 0.41334], [2.10284, 0.74082, -0.65378], [-0.70415, -2.01665, -0.61176], [1.06081, -1.83816, -0.80911], [-0.03461, -0.80670, -1.73121]], "forces_ev_per_a": [[4.166, 2.970, -3.566], [-0.276, -2.449, 0.208], [-0.100, 0.148, 0.357], [-3.353, -1.310, 4.240], [0.212, -0.753, 0.190], [-0.483, -0.145, 0.410], [0.041, 1.702, -1.814], [-0.127, 0.050, -0.089], [0.159, 0.016, -0.024], [-0.037, 0.019, -0.008], [-0.082, -0.099, 0.072], [-0.076, 0.001, 0.013], [-0.141, -0.117, 0.123], [0.312, 0.289, -0.147], [-0.102, -0.242, -0.015], [-0.061, -0.030, 0.016], [-0.054, -0.049, 0.034]]}

***

Entry 4:
{"formula": "C3H11N3", "method": "the ωB97M-V functional and the def2-TZVPD basis", "smiles": "[H]/N=C/N.CNC", "energy_ev": -7758.71069, "e_lumo_ha": 0.0354, "gap_ev": 9.96, "e_above_lowest_ev": 1.3732, "species": ["C", "N", "C", "H", "H", "H", "H", "H", "H", "H", "N", "C", "N", "H", "H", "H", "H"], "coordinates": [[1.03024, 0.29943, 1.47502], [-0.21295, 0.95418, 1.09565], [-0.36320, 2.39174, 1.39925], [1.96449, 0.79746, 1.21788], [1.04561, -0.65481, 0.93786], [0.99448, -0.02492, 2.51482], [-0.26147, 0.84741, 0.08971], [-1.17979, 2.50362, 2.10913], [0.56148, 2.77164, 1.84186], [-0.56414, 2.92730, 0.47326], [-0.92268, -0.86595, -1.71021], [-0.10654, -1.97466, -1.80967], [0.02529, -2.64166, -2.88156], [-1.29929, -0.83051, -0.76996], [-1.66773, -0.81568, -2.39163], [0.52929, -2.13591, -0.93598], [0.42689, -3.54869, -2.65544]], "forces_ev_per_a": [[-0.557, -0.993, 0.060], [0.161, 0.104, -0.826], [0.416, -0.917, 0.172], [0.076, 0.424, 0.188], [0.086, 0.055, -0.084], [0.269, 0.451, 0.223], [-0.182, 0.109, 0.054], [-0.026, 0.355, 0.001], [-0.091, 0.207, -0.006], [-0.122, 0.220, 0.153], [-0.015, 0.016, 0.711], [0.415, 0.071, -0.786], [-1.000, -0.517, 0.335], [-0.004, 0.428, -0.027], [0.191, -0.148, -0.200], [-0.435, -0.216, 0.352], [0.818, 0.351, -0.319]]}

***

Entry 5:
{"formula": "C3H11N3", "method": "the ωB97M-V functional and the def2-TZVPD basis", "smiles": "C=NC.NCN", "energy_ev": -7756.18944, "e_lumo_ha": 0.0275, "gap_ev": 9.16, "e_above_lowest_ev": 3.8944, "species": ["C", "C", "N", "H", "H", "H", "H", "H", "N", "C", "N", "H", "H", "H", "H", "H", "H"], "coordinates": [[0.13663, -1.45644, 1.76566], [-1.17302, 0.46965, 2.41998], [-0.90173, -0.52419, 1.65012], [0.38106, -1.47643, 0.63927], [0.99494, -1.23128, 2.34181], [-0.50111, -2.26391, 2.23268], [-1.23016, 1.48633, 2.05794], [-1.08159, 0.32346, 3.58582], [-0.06694, -0.24864, -2.52659], [1.03547, 0.52590, -2.06823], [0.77081, 1.26758, -0.80934], [-0.94354, 0.22179, -2.77541], [0.20049, -0.91440, -3.27909], [1.29711, 1.21270, -2.85977], [1.87656, -0.10737, -1.82891], [0.56265, 0.38618, -0.16119], [-0.16588, 1.66509, -0.85702]], "forces_ev_per_a": [[-2.502, -2.290, -1.325], [1.644, -2.905, 1.934], [-0.716, 6.166, -0.382], [0.354, -1.555, 1.869], [0.639, 0.593, 0.896], [1.781, -0.810, -0.937], [-1.592, 0.071, -0.329], [0.408, 0.665, -1.706], [-1.032, -2.270, -0.706], [-0.219, 1.611, 0.258], [-0.684, -3.396, 1.142], [0.889, 0.055, 0.126], [-0.412, 0.827, 0.820], [0.674, 0.682, 0.004], [0.237, -0.342, -0.310], [0.452, 2.681, -1.162], [0.079, 0.218, -0.192]]}

***

Entry 6:
{"formula": "C3H11N3", "method": "the ωB97M-V functional and the def2-TZVPD basis", "smiles": "C=NC.NCN", "energy_ev": -7756.24331, "e_lumo_ha": 0.0290, "gap_ev": 9.48, "e_above_lowest_ev": 3.8406, "species": ["C", "C", "N", "H", "H", "H", "H", "H", "N", "C", "N", "H", "H", "H", "H", "H", "H"], "coordinates": [[2.28449, 0.98480, 0.31583], [2.58796, 1.27559, -1.93630], [2.35818, 0.33144, -1.08993], [2.89999, 0.37274, 0.92277], [2.75063, 1.84786, 0.21666], [1.25468, 0.91306, 0.80505], [2.04141, 1.26341, -2.90227], [3.44767, 1.91688, -1.81201], [-1.98547, -0.11183, -0.34635], [-1.62575, -1.24982, 0.45290], [-2.70733, -1.62836, 1.38989], [-2.80752, -0.39208, -0.75734], [-2.23266, 0.72879, 0.14402], [-0.73682, -0.91711, 1.10450], [-1.40327, -2.08556, -0.20118], [-2.67766, -2.28775, 2.20699], [-3.44852, -0.96204, 1.48677]], "forces_ev_per_a": [[-0.879, -5.686, -0.450], [-0.171, -2.485, -0.604], [-2.860, 2.594, 0.733], [0.630, -0.658, 1.072], [1.375, 4.598, 0.202], [1.226, 0.514, -1.431], [1.097, -0.400, 0.009], [-0.422, 1.501, 0.468], [1.385, -0.073, 0.322], [1.106, 1.029, 3.049], [-0.720, -1.114, 0.616], [-2.378, -0.481, -1.860], [0.340, 0.168, 0.728], [-0.723, -0.866, -1.284], [0.334, 0.001, -0.008], [0.651, 1.128, -1.605], [0.009, 0.229, 0.045]]}